1.
{
  "formula": "C4H6N2",
  "method": "wB97M-V/def2-TZVPD",
  "species": ["C", "C", "C", "C", "N", "N", "H", "H", "H", "H", "H", "H"],
  "coordinates": [[-1.9103, -0.2340, 0.0481], [-0.4100, 0.0323, 0.0122], [0.4804, 0.9888, -0.0379], [1.7518, 0.4009, 0.1129], [1.4523, -0.9887, 0.0993], [0.1249, -1.1738, 0.0045], [-2.5451, 0.7473, -0.3752], [-1.9085, -1.0026, -0.7379], [-2.3589, -0.1049, 1.1956], [0.4639, 2.0701, 0.0084], [2.6554, 0.8187, -0.1389], [2.2041, -1.5540, -0.1911]],
  "forces_ev_per_angstrom": [[-1.8, 5.7, 0.6], [-4.5, -4.1, 0.3], [5.1, 4.2, 1.3], [-4.4, -2.9, -1.0], [0.7, 4.5, 0.2], [2.2, -1.5, 0.2], [1.8, -2.4, 0.5], [-1.5, -0.5, 1.3], [1.2, -1.8, -3.0], [-0.8, -0.1, -0.2], [2.2, 0.6, 0.0], [0.1, -1.7, -0.1]],
  "smiles": "Cc1cc[nH]n1",
  "relative_energy_kj_mol": 273.5,
  "total_energy_ev": -7222.7568,
  "largest_force_ha_per_bohr": 0.1297
}

2.
{
  "formula": "C23H25BO4",
  "method": "wB97M-V/def2-TZVPD",
  "species": ["C", "C", "C", "C", "C", "B", "O", "C", "C", "C", "C", "O", "C", "O", "O", "H", "H", "H", "H", "H", "H", "H", "H", "H", "H", "H", "H", "H", "H", "C", "C", "C", "C", "C", "C", "C", "C", "C", "C", "C", "C", "C", "H", "H", "H", "H", "H", "H", "H", "H", "H", "H", "H"],
  "coordinates": [[-4.1771, 3.6372, 4.6391], [-4.2792, 2.5885, 3.6483], [-5.3444, 2.1138, 2.8972], [-4.8040, 1.1535, 2.0019], [-3.4480, 1.0694, 2.2757], [-2.1331, 0.6959, 1.4197], [-1.4245, 0.1010, 2.5579], [-0.1679, -0.1373, 2.0464], [-0.1849, 0.3524, 0.5098], [1.0379, -0.0611, -0.1637], [-0.4493, 1.8746, 0.4915], [-1.7168, 2.0529, 1.0439], [-1.3763, -0.3973, -0.2937], [-2.5884, -0.1402, 0.3349], [-3.1369, 1.9460, 3.2712], [-5.1775, 3.9576, 4.8993], [-3.6894, 3.2807, 5.5587], [-3.6526, 4.5318, 4.2609], [-6.3768, 2.4311, 2.9630], [-5.2945, 0.5787, 1.2137], [0.6228, 0.4148, 2.5823], [0.0377, -1.2153, 2.2119], [0.9985, 0.2269, -1.2156], [1.9119, 0.3590, 0.3315], [0.1202, -1.9035, 0.7690], [0.3268, 2.3742, 1.0828], [-0.4040, 2.2685, -0.5500], [-1.3668, -0.0601, -1.3579], [-1.3000, -1.4971, -0.3098], [0.8604, -1.5369, 0.0425], [0.7246, -2.3631, -1.2404], [1.2846, -3.6395, -1.1962], [1.0899, -4.5051, -2.2703], [0.4452, -4.0343, -3.4313], [0.0896, -2.6795, -3.5498], [0.2238, -1.8434, -2.4337], [3.3688, -0.5101, -1.6751], [4.4440, -0.4165, -0.8413], [5.3461, 0.6483, -1.1562], [5.0646, 1.5071, -2.2144], [3.9038, 1.3532, -2.9749], [3.0244, 0.2426, -2.7323], [1.8532, -1.7929, 0.4421], [1.9275, -3.9256, -0.3588], [1.4725, -5.5230, -2.2355], [0.2480, -4.7173, -4.2622], [-0.2715, -2.2755, -4.5031], [-0.0321, -0.7879, -2.4756], [4.6102, -1.0579, 0.0187], [6.2358, 0.7930, -0.5514], [5.7394, 2.3266, -2.4327], [3.6440, 2.0756, -3.7452], [2.1395, 0.0655, -3.3427]],
  "forces_ev_per_angstrom": [[0.1, 0.7, 0.9], [-0.2, -1.1, -1.3], [0.3, -0.1, -0.1], [-0.2, -0.1, 0.4], [-0.6, 1.1, -1.0], [-5.2, 1.2, 3.3], [1.0, 0.0, -0.9], [0.3, 0.0, -0.5], [-1.3, 0.4, 0.4], [-0.7, -0.2, 0.2], [0.1, -0.7, -0.4], [0.8, -0.4, -0.5], [-0.1, 0.3, 0.1], [0.8, 0.4, -0.1], [-1.1, 0.3, 0.6], [-0.2, 0.1, 0.1], [0.0, 0.2, -0.3], [0.1, -0.4, 0.1], [0.2, 0.1, 0.1], [0.2, 0.3, 0.4], [0.1, 0.2, -0.1], [0.2, 0.7, -0.2], [0.2, 0.1, 0.2], [0.2, 0.0, -0.1], [0.7, 0.5, -0.8], [0.2, 0.1, 0.0], [0.1, -0.2, 0.3], [-0.1, 0.2, 0.6], [0.3, 0.5, -0.2], [3.4, -2.6, -1.5], [1.3, 0.8, 0.7], [-0.1, -0.6, -0.8], [-0.2, 0.4, -0.4], [0.1, 0.1, 0.1], [0.2, -0.2, 0.3], [0.1, -0.7, -0.5], [1.6, 0.9, -0.1], [0.0, 0.0, 0.1], [-0.8, -0.6, -0.2], [-0.5, -0.2, 0.0], [-0.1, -0.9, 0.4], [-0.2, 0.7, -0.6], [-0.2, -0.9, 0.3], [-0.6, 0.0, -0.1], [-0.1, 0.2, 0.0], [0.2, 0.2, 0.3], [0.0, -0.3, 0.4], [-0.1, -0.4, -0.2], [0.0, 0.1, -0.1], [-0.2, -0.2, 0.0], [-0.1, 0.0, 0.0], [0.0, -0.3, 0.0], [0.2, 0.2, 0.1]],
  "relative_energy_kj_mol": 67.0,
  "total_energy_ev": -33114.9112,
  "largest_force_ha_per_bohr": 0.1231
}

| no. | orbital gap (eV) |
| --- | --- |
| 1 | 10.168 |
| 2 | 1.659 |